Density functional theory data (ωB97M-V/def2-TZVPD) for 5 unconnected molecules or ions with the total composition C45H95N5O5 at a distorted geometry.

Energy in eV: -65881.591
HOMO energy (alpha / beta) in eV: 0.636 / -5.813
HOMO-LUMO gap (alpha / beta) in Ha: 0.0543 / 0.2898
Spin multiplicity: 2
Net charge: -1

Each line ends with the Löwdin charge.
CARTESIAN COORDINATES (ANGSTROEM)
C1 6.586266 2.207390 0.326588  -0.13
C2 7.079906 1.494970 -0.891002  -0.46
C3 6.349106 2.213970 -2.120642  -0.11
C4 6.880166 1.848970 -3.559802  -0.19
C5 8.335576 2.148710 -3.534402  -0.17
C6 9.183516 1.448870 -2.418952  -0.52
N1 8.530526 1.664310 -1.071522  -0.10
O1 9.318466 1.324100 0.097458  -0.03
C7 9.434986 0.042550 -2.757322  -0.05
C8 10.474266 2.241270 -2.313502  -0.06
C9 6.494026 -0.029740 -0.713452  -0.06
H1 6.905976 1.735570 1.255708  0.08
H2 5.498366 2.149240 0.361218  0.07
H3 6.805636 3.271470 0.414328  0.08
H4 5.344856 1.797720 -2.041142  0.09
H5 6.382006 3.303480 -2.121842  0.11
H6 6.287106 2.510220 -4.191572  0.10
H7 6.814066 0.813690 -3.894352  0.10
H8 8.610206 3.186610 -3.722672  0.11
H9 8.721476 1.654740 -4.426122  0.11
H10 8.532576 -0.470390 -3.089982  0.08
H11 10.149066 0.022290 -3.580592  0.09
H12 9.739876 -0.444120 -1.830882  0.09
H13 10.980906 2.173670 -3.276232  0.08
H14 10.374236 3.320680 -2.199612  0.08
H15 11.082516 1.829480 -1.508172  0.08
H16 7.080476 -0.563450 0.034428  0.07
H17 6.759036 -0.711540 -1.521552  0.05
H18 5.425296 0.124830 -0.564982  0.06
H19 9.390816 2.209920 0.460348  0.09
C10 -1.289064 -6.131090 2.618258  -0.04
C11 -0.411704 -4.827750 2.736038  -0.46
C12 0.243136 -4.488190 1.359498  -0.15
C13 -0.812344 -3.947290 0.281358  -0.14
C14 -1.445094 -2.638870 0.930848  -0.11
C15 -2.140954 -2.913100 2.363438  -0.48
N2 -1.261564 -3.669740 3.268948  -0.09
O2 -1.958584 -4.069250 4.469118  -0.03
C16 -2.274264 -1.540840 3.027848  -0.06
C17 -3.567484 -3.536490 2.148618  -0.03
C18 0.766246 -4.982100 3.643688  -0.10
H20 -2.302054 -6.175500 3.018208  0.06
H21 -0.769764 -7.000810 3.020768  0.07
H22 -1.610574 -6.485670 1.638968  0.07
H23 1.124956 -3.847630 1.346128  0.09
H24 0.567526 -5.459680 0.986568  0.10
H25 -1.654704 -4.635830 0.214778  0.08
H26 -0.375344 -3.689390 -0.683332  0.09
H27 -2.102314 -2.119630 0.233308  0.08
H28 -0.589494 -1.992620 1.126888  0.09
H29 -1.301114 -1.059890 3.126718  0.07
H30 -2.989444 -0.827720 2.617888  0.08
H31 -2.638884 -1.752600 4.032988  0.07
H32 -4.162714 -3.347750 3.042028  0.07
H33 -4.081354 -3.085190 1.299868  0.07
H34 -3.493864 -4.589330 1.876208  0.06
H35 1.278696 -4.058790 3.913908  0.09
H36 1.352396 -5.828410 3.285518  0.09
H37 0.617616 -5.350070 4.658878  0.07
H38 -1.231524 -4.311300 5.047388  0.08
C19 -2.608634 2.216790 5.011558  -0.04
C20 -1.294494 3.007650 4.811158  -0.44
C21 -1.558464 4.536810 4.843768  -0.14
C22 -1.572224 5.250080 6.225278  -0.19
C23 -0.340604 4.873530 6.993718  -0.13
C24 -0.283624 3.284300 7.222358  -0.49
N3 -0.331614 2.552910 5.896398  -0.16
O3 -0.055374 1.226140 5.887478  -0.06
C25 1.040796 2.922050 7.805388  -0.08
C26 -1.347404 2.814390 8.154308  -0.05
C27 -0.553574 2.674520 3.458628  -0.05
H39 -3.353754 2.445540 5.773518  0.08
H40 -2.356724 1.157220 4.967328  0.07
H41 -3.062264 2.280870 4.022508  0.07
H42 -0.940794 4.983700 4.064748  0.10
H43 -2.553464 4.714380 4.435688  0.11
H44 -2.540254 4.969560 6.640398  0.10
H45 -1.454804 6.293330 5.932138  0.11
H46 -0.301634 5.399620 7.947558  0.11
H47 0.573926 5.183650 6.488188  0.11
H48 1.147746 1.837680 7.833868  0.08
H49 1.931326 3.276150 7.286098  0.08
H50 1.182896 3.104760 8.870528  0.08
H51 -1.407474 1.736070 8.007008  0.09
H52 -1.028354 3.029780 9.174078  0.08
H53 -2.347104 3.221890 8.003828  0.07
H54 -1.125614 2.864850 2.550528  0.07
H55 -0.239264 1.631030 3.437718  0.06
H56 0.383516 3.230650 3.432598  0.06
H57 0.789996 1.233730 5.432628  0.10
C28 -7.042204 -4.190530 -3.258072  -0.06
C29 -6.947974 -3.364040 -4.520032  -0.43
C30 -7.936204 -2.044720 -4.435152  -0.11
C31 -7.354154 -0.987250 -3.495012  -0.19
C32 -5.946644 -0.623740 -3.933202  -0.13
C33 -4.945004 -1.839250 -4.239442  -0.44
N4 -5.605064 -2.921090 -4.996642  -0.16
O4 -4.725294 -3.913590 -5.115742  -0.01
C34 -3.791854 -1.239180 -5.192352  -0.02
C35 -4.374194 -2.187380 -2.863482  -0.03
C36 -7.579024 -4.226800 -5.693662  -0.06
H58 -6.135354 -4.793810 -3.300342  0.08
H59 -7.895494 -4.866050 -3.318542  0.08
H60 -7.089564 -3.839690 -2.227162  0.08
H61 -8.105294 -1.654190 -5.438652  0.11
H62 -8.874114 -2.404380 -4.011992  0.11
H63 -7.358874 -1.431140 -2.499492  0.10
H64 -8.008724 -0.119610 -3.412382  0.11
H65 -5.519954 -0.002950 -3.145382  0.10
H66 -5.855004 0.047300 -4.787252  0.10
H67 -4.285924 -0.674160 -5.982762  0.07
H68 -3.167774 -0.487310 -4.709342  0.06
H69 -3.018204 -1.938570 -5.509272  0.07
H70 -4.367264 -1.339550 -2.178462  0.07
H71 -5.136394 -2.890000 -2.526632  0.06
H72 -3.468074 -2.782510 -2.976992  0.09
H73 -7.677954 -3.756250 -6.671882  0.07
H74 -8.648534 -4.356540 -5.528082  0.07
H75 -7.027194 -5.083510 -6.080492  0.07
H76 -4.274534 -3.624970 -5.912682  0.10
C37 -1.832734 -0.005980 -1.964532  -0.07
C38 -0.786464 1.049110 -1.703042  -0.44
C39 0.318766 0.409330 -0.871022  -0.17
C40 1.604046 1.222680 -0.843892  -0.21
C41 2.077636 1.646400 -2.205212  -0.19
C42 1.079586 2.127750 -3.204042  -0.47
N5 -0.231334 1.388790 -3.044892  -0.08
O5 -1.292374 1.823270 -3.912702  -0.03
C43 0.930656 3.709540 -2.989502  -0.05
C44 1.556406 2.021270 -4.650692  -0.06
C45 -1.534724 2.229420 -0.793492  -0.01
H77 -1.496514 -0.557740 -2.842382  0.08
H78 -2.761554 0.524190 -2.175052  0.07
H79 -1.954424 -0.775440 -1.202152  0.06
H80 -0.011604 0.104110 0.121848  0.11
H81 0.422336 -0.594930 -1.281912  0.11
H82 2.382616 0.608240 -0.391792  0.09
H83 1.404046 2.091090 -0.216232  0.10
H84 2.600496 0.755540 -2.553202  0.11
H85 2.917406 2.313540 -2.010752  0.11
H86 0.662736 4.140410 -2.024782  0.06
H87 1.839546 4.258870 -3.234952  0.07
H88 0.116416 4.072550 -3.616672  0.06
H89 1.614036 0.977240 -4.958552  0.08
H90 0.883926 2.646220 -5.238312  0.08
H91 2.609616 2.293900 -4.718112  0.08
H92 -2.517734 1.998940 -0.382782  0.06
H93 -1.848964 3.097470 -1.373012  0.06
H94 -0.942004 2.566470 0.056908  0.04
H95 -1.078294 1.282680 -4.676592  0.09

Atoms 1-6, force components in eV/Å:
-0.453 0.308 1.313
-0.265 -0.891 -1.368
0.519 -2.514 -0.554
-0.538 0.498 2.164
1.470 -0.629 -1.103
-1.247 2.997 1.658